Molecular formula: C18H48N2O8
Method: DFT, ωB97M-V/def2-TZVPD

Computed properties:
Energy in eV: -38797.1477
SMILES: COCCNCCOC.COCCNCCOC.OCCO.CCO.CCO
Energy above the lowest of the compared OMol25 structures with the same formula, charge and spin in kJ/mol: 0.0
Strongest force on any atom in eV Å⁻¹: 14.2
Lowest unoccupied orbital energy in eV: 0.56
Orbital gap in eV: 8.8760
Spin multiplicity: 1

Each line ends with the Löwdin charge.
Element x y z (Å)
C 1.78 -23.40 23.29  -0.094
O 2.23 -22.24 22.55  -0.198
C 1.54 -21.12 23.10  -0.256
C 2.00 -19.89 22.42  -0.213
N 1.38 -18.73 23.02  -0.046
C 1.56 -17.53 22.25  -0.158
C 1.23 -16.36 23.17  -0.450
O 1.98 -16.13 24.07  -0.126
C 1.53 -15.09 24.94  -0.026
H 2.32 -24.31 22.94  0.101
H 0.70 -23.51 23.20  0.080
H 1.92 -23.21 24.34  0.073
H 1.78 -20.99 24.18  0.107
H 0.44 -21.27 23.06  0.135
H 1.66 -20.09 21.39  0.141
H 3.10 -19.75 22.43  0.109
H 1.75 -18.58 23.93  0.041
H 0.96 -17.48 21.37  0.118
H 2.61 -17.54 21.92  0.126
H 0.18 -16.47 23.46  0.137
H 1.22 -15.48 22.58  0.115
H 2.24 -14.91 25.71  0.076
H 0.64 -15.47 25.41  0.079
H 1.23 -14.20 24.33  0.117
C 12.20 -19.82 23.37  -0.139
O 11.32 -20.88 23.57  -0.181
C 9.97 -20.36 23.53  -0.194
C 9.54 -19.83 24.96  -0.232
N 8.33 -19.14 24.84  -0.061
C 7.68 -18.60 26.08  -0.142
C 6.47 -17.83 25.64  -0.416
O 5.86 -17.34 26.60  -0.123
C 4.61 -16.66 26.33  -0.039
H 12.28 -19.12 24.25  0.098
H 11.99 -19.32 22.46  0.070
H 13.19 -20.30 23.21  0.095
H 9.24 -21.06 23.09  0.106
H 9.87 -19.50 22.88  0.102
H 10.33 -19.19 25.28  0.106
H 9.43 -20.76 25.49  0.111
H 7.66 -19.92 24.54  0.108
H 8.33 -17.98 26.66  0.112
H 7.31 -19.47 26.73  0.137
H 5.84 -18.40 24.95  0.108
H 6.85 -17.06 25.01  0.119
H 3.85 -17.38 26.08  0.046
H 4.59 -15.93 25.52  0.096
H 4.34 -16.18 27.26  0.092
O 6.68 -22.31 22.44  -0.071
C 6.77 -21.25 21.49  -0.228
C 5.59 -20.40 21.50  -0.275
O 5.70 -19.48 22.51  -0.050
H 7.14 -23.08 22.08  0.119
H 7.73 -20.75 21.56  0.115
H 6.77 -21.75 20.51  0.129
H 4.63 -20.98 21.63  0.134
H 5.60 -19.86 20.54  0.135
H 5.64 -19.94 23.33  -0.001
C 1.60 -17.90 27.41  -0.087
C 1.04 -18.42 26.19  -0.387
O 0.44 -19.66 26.37  -0.042
H 0.95 -17.86 28.34  0.112
H 1.93 -16.85 27.26  0.070
H 2.47 -18.43 27.72  0.068
H 1.81 -18.47 25.42  0.065
H 0.35 -17.74 25.79  0.100
H -0.52 -19.65 26.22  0.106
C 4.02 -20.39 25.69  -0.070
C 4.64 -21.54 25.03  -0.249
O 5.95 -21.11 24.63  -0.115
H 4.64 -20.08 26.52  0.093
H 3.09 -20.63 26.13  0.065
H 3.74 -19.54 25.05  0.080
H 4.04 -21.84 24.22  0.092
H 4.85 -22.34 25.61  0.095
H 6.19 -21.64 23.85  0.033